(1)
# C23H56BNO23

A molecular structure, C23H56BNO23 at a distorted geometry (ωB97M-V/def2-TZVPD, OMol25).

Cartesian coordinates (Å):
C  -0.390  -0.259  3.622
N  -1.728  -0.603  4.009
C  -1.695  -1.981  4.370
C  -1.990  0.234  5.270
C  -2.715  -0.355  3.010
C  -2.990  1.091  2.541
O  -3.910  0.954  1.420
H  0.001  0.700  3.152
H  -0.052  -0.983  2.829
H  0.338  -0.637  4.308
H  -0.844  -2.180  5.098
H  -1.620  -2.593  3.421
H  -2.497  -2.213  4.974
H  -2.029  1.208  4.970
H  -1.219  0.220  5.979
H  -3.031  0.174  5.621
H  -3.683  -0.908  3.357
H  -2.553  -0.899  1.901
H  -2.387  1.613  2.024
H  -3.552  1.804  3.261
H  -4.423  1.723  1.589
O  -0.486  -1.612  -2.995
C  -0.169  -0.699  -2.263
O  0.928  -0.585  -1.781
B  0.828  0.544  -0.833
O  -0.548  0.918  -0.886
C  -1.126  0.185  -1.665
O  -2.281  0.245  -2.097
O  1.783  1.596  -1.146
C  2.379  1.809  -0.079
O  3.086  2.785  0.126
C  2.215  0.762  0.840
O  1.231  0.053  0.533
O  2.561  0.779  2.008
C  -2.193  -2.926  -0.337
C  -2.882  -4.187  0.358
O  -3.952  -4.612  -0.682
O  -1.155  -2.476  0.488
H  -2.978  -2.081  -0.216
H  -1.807  -2.990  -1.342
H  -3.252  -3.956  1.393
H  -2.206  -5.030  0.432
H  -4.233  -3.678  -0.685
H  -0.327  -3.024  0.388
C  -1.059  3.915  -2.084
C  -1.060  3.458  -3.480
O  0.296  3.750  -3.829
O  -2.352  3.416  -1.644
H  -0.927  5.028  -1.878
H  -0.384  3.430  -1.388
H  -1.717  3.887  -4.235
H  -0.982  2.262  -3.530
H  0.584  3.586  -4.748
H  -2.353  2.589  -1.464
C  3.363  1.132  6.066
C  4.634  1.855  5.556
O  5.685  2.099  6.544
O  2.440  1.032  5.069
H  2.886  1.604  6.939
H  3.435  0.217  6.476
H  4.382  2.650  5.406
H  5.227  1.223  4.675
H  5.893  1.226  7.024
H  2.661  0.722  4.226
C  3.606  -3.981  0.188
C  2.346  -3.183  0.641
O  1.191  -3.775  0.351
O  4.736  -3.287  0.570
H  3.640  -4.142  -0.805
H  3.776  -5.104  0.684
H  2.550  -2.150  0.227
H  2.440  -3.190  1.807
H  1.053  -4.635  0.986
H  4.586  -2.219  0.325
C  -5.515  1.442  -2.359
C  -5.038  1.819  -3.802
O  -5.733  3.006  -4.117
O  -4.920  0.168  -1.936
H  -6.595  1.367  -2.405
H  -5.465  2.384  -1.595
H  -5.434  0.831  -4.352
H  -3.900  1.699  -3.893
H  -5.513  3.074  -5.157
H  -3.905  0.251  -1.868
C  3.068  4.871  -2.418
C  3.539  5.348  -3.774
O  2.616  5.641  -4.780
O  4.122  4.482  -1.661
H  2.272  4.181  -2.420
H  2.385  5.697  -1.882
H  4.344  4.683  -4.093
H  4.048  6.260  -3.672
H  2.934  5.833  -5.505
H  3.848  3.780  -0.921
C  1.799  -5.420  -4.393
C  1.285  -4.312  -3.398
O  1.764  -3.068  -3.711
O  1.522  -6.633  -3.773
H  2.837  -5.106  -4.596
H  1.524  -5.193  -5.494
H  1.432  -4.523  -2.397
H  0.258  -4.204  -3.167
H  1.226  -2.475  -3.333
H  2.222  -7.218  -4.073

Computed properties:
Calculated total energy in Ha: -2719.56679
Orbital gap in eV: 7.8
HOMO energy in eV: -8.523
Energy above the lowest of the compared OMol25 structures with the same formula, charge and spin in kJ/mol: 191.5

(2)
# C23H56CuF6NO25S9

A molecular structure, C23H56CuF6NO25S9 at a distorted geometry (ωB97M-V/def2-TZVPD, OMol25).

Cartesian coordinates (Å):
Cu  13.635  -26.510  -20.534
C  10.447  -24.912  -22.061
F  10.367  -26.118  -21.504
F  10.794  -25.032  -23.330
F  9.274  -24.313  -21.956
S  11.690  -23.892  -21.158
O  11.602  -22.597  -21.724
O  11.316  -23.986  -19.786
N  13.155  -24.690  -21.355
S  14.072  -23.949  -22.487
O  15.146  -24.827  -22.829
O  13.340  -23.421  -23.576
C  14.863  -22.461  -21.696
F  16.030  -22.803  -21.160
F  15.116  -21.585  -22.643
F  14.075  -21.928  -20.763
O  13.436  -30.780  -22.274
S  12.507  -29.970  -21.567
O  12.916  -28.717  -21.022
O  11.321  -29.759  -22.561
C  10.282  -28.794  -22.197
C  8.947  -29.452  -22.549
C  11.726  -30.947  -20.326
H  10.442  -27.917  -22.811
H  10.359  -28.561  -21.138
H  8.144  -28.824  -22.155
H  8.872  -30.406  -22.029
H  8.872  -29.542  -23.627
H  10.915  -30.353  -19.910
H  12.479  -31.157  -19.575
H  11.387  -31.840  -20.841
O  15.266  -27.320  -21.541
S  16.458  -27.932  -21.999
O  17.451  -28.306  -21.046
O  15.953  -29.181  -22.806
C  16.933  -30.205  -23.115
C  17.211  -31.205  -21.995
C  17.185  -26.916  -23.240
H  17.852  -29.749  -23.492
H  16.556  -30.780  -23.964
H  16.536  -32.056  -21.963
H  17.242  -30.730  -21.014
H  18.220  -31.604  -22.132
H  17.487  -26.021  -22.701
H  16.416  -26.702  -23.975
H  18.045  -27.450  -23.634
O  13.226  -25.953  -25.391
S  12.748  -27.043  -24.632
O  12.802  -27.035  -23.210
O  11.236  -27.266  -24.989
C  10.890  -27.447  -26.385
C  9.392  -27.478  -26.457
C  13.551  -28.504  -25.199
H  11.302  -28.399  -26.743
H  11.385  -26.684  -26.987
H  9.000  -27.944  -27.355
H  8.982  -26.477  -26.307
H  9.008  -28.031  -25.596
H  14.581  -28.378  -24.873
H  13.446  -28.592  -26.274
H  13.149  -29.369  -24.671
O  16.103  -25.461  -19.771
S  17.318  -25.027  -19.180
O  18.447  -24.758  -19.998
O  16.969  -23.742  -18.330
C  18.071  -22.932  -17.844
C  17.486  -21.651  -17.339
C  17.749  -26.149  -17.902
H  18.747  -22.782  -18.686
H  18.640  -23.442  -17.063
H  16.790  -21.213  -18.052
H  18.281  -20.976  -17.028
H  16.902  -21.821  -16.427
H  16.896  -26.220  -17.230
H  18.583  -25.736  -17.338
H  18.045  -27.091  -18.358
O  14.444  -27.574  -18.842
S  14.780  -28.762  -18.130
O  14.097  -29.979  -18.393
O  16.310  -28.938  -18.361
C  16.888  -30.221  -18.024
C  18.387  -30.038  -18.094
C  14.675  -28.420  -16.413
H  16.590  -30.984  -18.745
H  16.537  -30.599  -17.061
H  18.833  -29.519  -17.246
H  18.633  -29.522  -19.021
H  18.844  -31.031  -18.092
H  14.941  -29.367  -15.948
H  13.660  -28.118  -16.182
H  15.417  -27.657  -16.196
O  11.621  -27.645  -17.140
S  10.942  -27.213  -18.308
O  11.681  -26.894  -19.482
O  9.914  -28.324  -18.761
C  9.365  -29.194  -17.714
C  8.011  -29.645  -18.185
C  9.855  -25.884  -17.916
H  9.314  -28.668  -16.759
H  10.088  -29.995  -17.558
H  8.050  -30.224  -19.108
H  7.357  -28.794  -18.373
H  7.551  -30.265  -17.414
H  10.341  -25.261  -17.173
H  8.969  -26.344  -17.481
H  9.630  -25.342  -18.828
O  14.968  -24.900  -16.579
S  13.815  -24.447  -17.282
O  13.385  -25.104  -18.462
O  12.565  -24.516  -16.311
C  12.763  -24.303  -14.902
C  12.124  -25.414  -14.106
C  13.935  -22.717  -17.585
H  12.225  -23.388  -14.632
H  13.799  -24.121  -14.624
H  11.045  -25.406  -14.285
H  12.275  -25.217  -13.044
H  12.453  -26.424  -14.347
H  13.739  -22.206  -16.646
H  13.170  -22.492  -18.324
H  14.951  -22.551  -17.934

Computed properties:
2S+1: 2
Calculated total energy in Ha: -8668.79285
Orbital gap (spin up / spin down) in eV: 10.9 / 7.8
Net charge: +1
HOMO energy (spin up / spin down) in eV: -12.554 / -12.540

(3)
# C23H57IN4O7S

5 unconnected molecules or ions with the total composition C23H57IN4O7S (ωB97M-V/def2-TZVPD, OMol25).

Cartesian coordinates (Å):
C  0.786  0.511  1.523
C  2.011  0.364  0.636
I  3.402  -0.964  1.603
C  1.655  -0.157  -0.768
C  1.861  0.839  -1.920
C  1.040  2.129  -1.753
C  1.460  3.323  -2.624
C  2.960  3.488  -2.778
O  3.535  2.266  -3.294
S  3.595  1.091  -2.232
O  4.105  -0.040  -2.930
O  4.238  1.583  -1.050
H  0.117  1.277  1.119
H  1.075  0.819  2.528
H  0.232  -0.426  1.596
H  2.546  1.309  0.575
H  2.180  -1.080  -1.012
H  0.586  -0.398  -0.777
H  1.538  0.331  -2.834
H  0.994  2.411  -0.699
H  0.020  1.854  -2.035
H  1.077  4.251  -2.192
H  1.012  3.229  -3.617
H  3.453  3.730  -1.835
H  3.205  4.258  -3.505
C  -3.097  4.768  3.577
C  -3.255  3.776  2.432
C  -3.052  2.315  2.844
O  -1.706  1.954  3.086
C  -1.217  2.241  4.382
N  -2.386  4.174  1.321
H  -2.046  4.929  3.822
H  -3.514  5.734  3.297
H  -3.611  4.425  4.478
H  -4.287  3.844  2.071
H  -3.379  1.677  2.019
H  -3.669  2.070  3.720
H  -2.002  2.124  5.135
H  -0.808  3.252  4.455
H  -0.419  1.530  4.593
H  -2.581  3.599  0.508
H  -1.425  3.964  1.580
C  -6.784  3.474  9.230
C  -6.167  2.778  8.022
C  -4.817  3.359  7.589
O  -4.893  4.606  6.925
C  -4.964  5.744  7.762
N  -7.147  2.748  6.935
H  -7.221  4.435  8.953
H  -7.585  2.862  9.642
H  -6.043  3.647  10.012
H  -5.968  1.739  8.303
H  -4.368  2.673  6.865
H  -4.133  3.431  8.446
H  -4.378  5.600  8.675
H  -5.992  5.990  8.037
H  -4.546  6.582  7.204
H  -6.807  2.168  6.176
H  -7.226  3.683  6.547
C  1.019  -5.753  -3.638
C  0.883  -5.691  -2.122
C  -0.118  -4.640  -1.630
O  0.332  -3.302  -1.754
C  0.150  -2.711  -3.023
N  2.213  -5.523  -1.535
H  1.621  -4.932  -4.024
H  1.530  -6.668  -3.933
H  0.046  -5.729  -4.134
H  0.498  -6.656  -1.774
H  -0.281  -4.792  -0.561
H  -1.085  -4.755  -2.138
H  -0.773  -3.056  -3.501
H  0.990  -2.905  -3.693
H  0.078  -1.632  -2.869
H  2.161  -5.602  -0.524
H  2.531  -4.575  -1.715
C  4.946  -4.713  -5.305
C  4.491  -5.626  -6.438
C  5.179  -5.354  -7.779
O  4.742  -4.181  -8.437
C  5.379  -2.983  -8.039
N  3.031  -5.575  -6.526
H  4.507  -3.718  -5.395
H  4.626  -5.122  -4.347
H  6.032  -4.605  -5.289
H  4.760  -6.652  -6.164
H  4.943  -6.175  -8.460
H  6.270  -5.328  -7.652
H  6.435  -3.156  -7.808
H  4.901  -2.529  -7.168
H  5.312  -2.287  -8.874
H  2.694  -6.281  -7.173
H  2.769  -4.686  -6.945

Computed properties:
Calculated total energy in Ha: -2352.02902
Orbital gap in eV: 9.4
HOMO energy in eV: -8.966
SMILES: C[C@@H](I)C[C@H]1CCCOS1(=O)=O.COC[C@@H](C)N.COC[C@@H](C)N.COC[C@@H](C)N.COC[C@@H](C)N

(4)
# C23H58N6O4P2Si

3 unconnected molecules or ions with the total composition C23H58N6O4P2Si at a distorted geometry (ωB97M-V/def2-TZVPD, OMol25).

Cartesian coordinates (Å):
C  -4.587  -0.879  -6.435
C  -3.758  -0.376  -5.468
C  -3.448  -1.023  -4.155
O  -3.645  -0.472  -3.090
O  -2.897  -2.269  -4.156
C  -1.645  -2.320  -4.858
C  -0.495  -1.648  -4.076
C  0.670  -2.660  -3.875
C  1.490  -2.240  -2.643
C  2.034  -0.815  -2.824
C  3.362  -0.527  -2.087
Si  3.357  -0.816  -0.219
C  3.216  -2.619  0.320
C  2.542  -2.739  1.714
H  -5.665  -0.970  -6.320
H  -4.176  -1.202  -7.392
H  -3.268  0.581  -5.659
H  -1.713  -1.829  -5.832
H  -1.409  -3.366  -5.032
H  -0.110  -0.799  -4.639
H  -0.821  -1.320  -3.088
H  0.293  -3.670  -3.710
H  1.299  -2.604  -4.766
H  2.275  -2.984  -2.490
H  0.848  -2.274  -1.756
H  2.242  -0.694  -3.896
H  1.236  -0.107  -2.600
H  4.223  -1.046  -2.516
H  3.566  0.542  -2.226
H  2.366  0.063  0.448
H  4.676  -0.349  0.285
H  2.653  -3.256  -0.360
H  4.232  -3.022  0.350
H  1.461  -2.780  1.600
H  2.835  -3.692  2.157
H  2.828  -1.918  2.370
O  -0.006  -3.150  3.890
P  -0.608  -2.553  5.139
N  0.797  -2.595  6.138
C  1.000  -3.069  7.489
C  1.920  -1.788  5.686
N  -1.785  -3.809  5.410
C  -1.717  -4.818  6.462
C  -2.312  -4.413  4.185
N  -1.527  -1.447  6.108
C  -1.385  -0.048  5.698
C  -1.869  -1.543  7.500
H  1.105  -2.244  8.208
H  1.920  -3.662  7.540
H  0.205  -3.717  7.844
H  1.810  -0.739  5.996
H  2.001  -1.807  4.599
H  2.866  -2.164  6.081
H  -0.696  -5.039  6.781
H  -2.126  -5.771  6.122
H  -2.326  -4.543  7.329
H  -1.652  -5.199  3.799
H  -2.438  -3.671  3.399
H  -3.293  -4.852  4.378
H  -0.502  0.426  6.153
H  -2.267  0.533  5.978
H  -1.282  0.030  4.613
H  -1.172  -0.972  8.128
H  -1.900  -2.559  7.881
H  -2.870  -1.127  7.654
O  1.111  3.190  -1.161
P  0.649  3.849  -2.452
N  1.150  5.442  -1.984
C  0.443  6.702  -1.942
C  2.586  5.643  -1.860
N  -1.032  3.444  -2.210
C  -2.064  4.361  -1.743
C  -1.254  2.119  -1.621
N  0.293  4.276  -4.105
C  1.410  4.046  -5.023
C  -0.574  5.306  -4.607
H  0.739  7.375  -2.760
H  0.661  7.219  -1.001
H  -0.637  6.592  -1.981
H  3.048  5.855  -2.835
H  3.071  4.756  -1.448
H  2.817  6.471  -1.186
H  -1.673  5.172  -1.124
H  -2.795  3.847  -1.118
H  -2.646  4.776  -2.573
H  -1.163  2.137  -0.528
H  -0.537  1.391  -2.000
H  -2.251  1.756  -1.877
H  2.106  4.900  -5.045
H  1.053  3.870  -6.041
H  1.981  3.161  -4.726
H  -0.015  6.217  -4.858
H  -1.373  5.585  -3.930
H  -1.060  4.953  -5.524

Computed properties:
Calculated total energy in Ha: -2512.51592
Orbital gap in eV: 6.9
HOMO energy in eV: -7.564
SMILES: C=CC(=O)OCCCCCC[SiH2]CC.CN(C)P(=O)(N(C)C)N(C)C.CN(C)P(=O)(N(C)C)N(C)C